Record 1
ORCA calculation (the ωB97M-V functional and the def2-TZVPD basis) on 9 unconnected molecules or ions with the total composition C29H78F3N6O13S in a non-equilibrium geometry.

Last column: Mulliken charge in e.
Geometry (Å):
1 C -0.39196 1.05244 -0.11048  -0.0042
2 F -0.00596 0.73433 1.08888  0.0073
3 F -1.53660 0.40407 -0.32684  -0.0998
4 F -0.44512 2.38360 -0.22167  -0.0730
5 S 0.96290 0.39305 -1.44877  0.0711
6 O 2.02282 1.40807 -1.43643  -0.0254
7 O 1.37143 -0.90337 -0.99590  -0.3135
8 O 0.26788 0.43796 -2.75922  -0.7153
9 C 5.38359 1.70399 -2.54979  -0.6609
10 C 4.68519 3.01392 -2.07549  -0.2182
11 O 3.45181 3.31325 -2.58855  -0.5612
12 O 4.64364 0.53477 -2.12813  -0.5907
13 H 6.39636 1.52534 -2.18859  0.4117
14 H 5.60400 1.72577 -3.61705  0.3401
15 H 5.29299 3.79908 -2.52515  0.4399
16 H 4.64225 3.05459 -0.98709  -0.0973
17 H 2.93768 2.53075 -2.37649  0.6103
18 H 3.92760 0.79595 -1.54445  0.2664
19 C 0.18434 3.07364 -4.26467  0.1692
20 C -1.28046 3.36923 -3.80067  0.0576
21 O -2.11955 3.92849 -4.83561  -0.5996
22 O 0.14726 1.86118 -4.97743  -0.6793
23 H 0.77312 2.95159 -3.35552  -0.3457
24 H 0.62708 3.79709 -4.94930  0.3124
25 H -1.22119 4.12879 -3.02114  0.2755
26 H -1.70231 2.45763 -3.37745  -0.0665
27 H -2.18717 3.20122 -5.45860  0.3329
28 H 0.13467 1.23757 -4.24766  0.5385
29 C 1.99011 5.67158 0.52888  -1.3064
30 C 2.22390 5.02634 1.89420  2.1020
31 C 3.67641 4.63318 2.17747  -1.2604
32 O 4.23619 3.59707 1.37427  -0.3984
33 C 3.68394 2.29541 1.52878  -0.4062
34 N 1.94330 6.12438 2.75693  -0.8032
35 H 2.73502 6.41393 0.24231  0.3162
36 H 1.01624 6.15835 0.47682  0.4829
37 H 2.03270 4.94929 -0.28634  0.0717
38 H 1.56400 4.19095 2.12821  -0.8733
39 H 3.93650 4.37758 3.20466  0.4451
40 H 4.26282 5.53065 1.98057  0.3445
41 H 3.68152 1.95045 2.56276  0.4429
42 H 4.24840 1.65734 0.84882  0.0882
43 H 2.64161 2.26845 1.21114  0.0745
44 H 2.73349 6.75253 2.72311  0.3033
45 H 1.18322 6.65064 2.35021  0.3172
46 C -1.35988 -2.79750 0.95645  -1.7572
47 C 0.08746 -3.46094 1.05456  1.4355
48 C -0.08562 -4.98252 1.45741  -1.0418
49 O -0.32171 -4.88534 2.90976  -0.2801
50 C -0.18135 -6.22908 3.46606  -0.8235
51 N 0.76360 -3.37678 -0.24448  -0.7521
52 H -1.25286 -1.77277 0.60067  0.1843
53 H -1.88296 -2.78087 1.91260  0.6599
54 H -1.99646 -3.29675 0.22596  0.3798
55 H 0.66492 -3.10950 1.90962  -0.4196
56 H 0.78304 -5.63015 1.33857  0.5862
57 H -0.93942 -5.44906 0.96600  0.3443
58 H 0.81187 -6.59054 3.19967  0.3205
59 H -0.86873 -6.89891 2.94941  0.3142
60 H -0.25832 -6.25579 4.55301  0.2443
61 H 1.71006 -3.64253 -0.01278  0.2067
62 H 0.92183 -2.40421 -0.46625  0.5054
63 C -3.92226 -1.10125 1.90212  -0.9973
64 C -5.34248 -0.92605 2.38287  0.2034
65 C -6.41240 -1.01067 1.23790  -0.9314
66 O -6.25719 -2.12522 0.33828  -0.2216
67 C -7.33933 -2.33858 -0.56550  -1.0383
68 N -5.52126 -1.78859 3.50742  -0.6653
69 H -3.18540 -1.18931 2.70049  0.4000
70 H -3.62161 -0.22809 1.32307  -0.0979
71 H -3.74766 -1.97989 1.28115  0.6704
72 H -5.32773 0.09396 2.76688  0.2011
73 H -6.39997 -0.09294 0.64993  0.4386
74 H -7.38041 -0.98558 1.73833  0.4602
75 H -7.57266 -1.36942 -1.00639  0.4398
76 H -8.25048 -2.76332 -0.14419  0.2821
77 H -6.99260 -2.86802 -1.45295  0.3173
78 H -5.46031 -2.77877 3.31785  0.2526
79 H -6.45929 -1.70395 3.87215  0.2969
80 C -0.61390 0.26495 4.12062  -1.2903
81 C -0.98589 1.70758 4.00632  1.3221
82 C -2.32079 1.99172 3.25774  -0.0684
83 O -2.76193 3.35363 3.23868  -0.4795
84 C -2.34710 3.98510 2.04480  -0.4267
85 N -1.14142 2.09393 5.37706  -0.8217
86 H -0.65254 -0.24487 3.15797  -0.0670
87 H -1.28656 -0.32413 4.74401  0.4577
88 H 0.39139 0.11068 4.51267  0.3208
89 H -0.17075 2.31835 3.61826  -0.1949
90 H -3.00485 1.34549 3.80779  0.3174
91 H -2.23431 1.57908 2.25258  -0.2767
92 H -2.78926 4.97506 1.93271  0.4036
93 H -2.61812 3.44580 1.13716  0.2553
94 H -1.26048 4.02890 1.97105  0.0124
95 H -1.78897 1.57586 5.95359  0.2829
96 H -1.45560 3.04605 5.25521  0.2779
97 C 6.30763 -3.05045 -1.83893  -1.6552
98 C 4.96064 -3.20625 -1.11808  0.3991
99 C 5.00822 -2.60536 0.33783  -0.5991
100 O 3.80054 -2.95221 0.97521  -0.1122
101 C 3.67848 -2.34652 2.27569  -0.6638
102 N 3.96102 -2.54353 -1.91054  -0.5348
103 H 6.63804 -2.01292 -1.78927  0.2490
104 H 6.39330 -3.41000 -2.86435  0.3920
105 H 7.09430 -3.60282 -1.32498  0.4332
106 H 4.70335 -4.26164 -1.20788  0.3139
107 H 5.25262 -1.54571 0.26358  0.2355
108 H 5.82263 -3.09514 0.87163  0.4584
109 H 2.68286 -2.52103 2.68357  0.2104
110 H 3.86913 -1.27448 2.32556  0.1528
111 H 4.42360 -2.73948 2.96742  0.3881
112 H 4.10618 -1.54547 -1.96453  0.3408
113 H 3.10615 -2.61856 -1.37795  0.1432
114 C -2.32877 -2.25365 -5.70182  -1.4957
115 C -1.72902 -1.24416 -4.65581  0.5970
116 C -2.78760 -0.88059 -3.51183  -0.2699
117 O -3.20297 -2.11237 -2.84897  -0.3893
118 C -4.17242 -1.93044 -1.82437  -0.5641
119 N -0.52006 -1.79621 -4.04069  -0.6622
120 H -2.78613 -3.14682 -5.27617  0.2875
121 H -1.49841 -2.59992 -6.31720  0.4491
122 H -3.01607 -1.73655 -6.37138  0.3218
123 H -1.37524 -0.34638 -5.16267  0.1836
124 H -3.69237 -0.36943 -3.84074  0.5567
125 H -2.32588 -0.24818 -2.75356  -0.1376
126 H -3.75682 -1.25773 -1.07413  0.0320
127 H -4.27405 -2.88205 -1.30264  0.3406
128 H -5.12132 -1.45884 -2.07990  0.3006
129 H -0.11427 -1.09505 -3.43753  0.1727
130 H 0.17570 -2.00639 -4.74201  0.2604

Force components x, y, z for each atom (eV/Å):
2.183 -1.191 -2.710
0.587 0.007 1.390
-0.412 0.985 -0.259
-0.853 -0.385 0.044
-0.737 1.932 -1.302
-0.642 -0.537 1.019
0.009 0.624 0.118
0.274 0.079 2.468
-0.752 -0.384 0.682
2.509 0.057 -0.507
-1.003 -0.522 -0.859
0.646 0.156 -0.724
0.143 0.760 0.814
-1.011 -0.223 -0.431
0.656 0.285 0.758
0.441 0.078 0.193
-1.073 -0.008 -0.130
-0.359 0.186 -0.024
-1.554 -0.247 0.084
1.197 1.480 -0.401
0.457 -0.753 0.593
0.205 -0.050 -0.561
0.315 0.244 -0.002
-0.257 0.453 0.384
-0.235 0.072 0.123
-0.036 -0.122 -0.041
-0.137 0.016 -0.423
0.094 -0.828 -0.110
0.318 -1.799 -1.667
0.485 0.546 -0.693
0.613 -0.624 -0.633
-0.153 0.292 -0.197
-0.449 0.670 -0.275
-0.401 0.855 2.376
0.226 0.110 0.519
-0.107 -0.151 0.117
-0.120 -0.171 -0.227
-0.216 -0.020 -0.283
-0.838 0.032 0.488
0.273 0.023 -0.329
0.444 -0.092 0.200
0.029 -0.149 0.328
-0.148 0.017 -0.216
0.145 0.241 0.166
-0.155 0.087 0.334
1.618 -0.271 0.257
-1.863 -1.675 -0.724
-0.355 1.809 1.495
0.060 -1.982 -0.121
0.338 1.147 -1.094
0.082 -0.415 1.143
0.024 0.040 0.114
0.317 -0.149 0.024
0.237 -0.277 -0.093
-0.056 0.729 -0.021
0.357 0.328 -0.431
-0.139 -0.012 -0.075
0.297 -0.102 0.117
-0.384 -0.133 0.364
-0.389 0.318 -0.161
0.480 -0.538 -0.264
-0.654 -0.104 -0.182
0.737 0.011 -0.892
0.677 -0.208 -1.132
0.341 0.039 0.043
-0.203 -0.297 0.942
0.663 1.442 -0.336
-1.053 -0.650 1.110
-0.370 0.154 0.366
0.025 -0.031 -0.258
-0.420 0.032 -0.071
-0.700 0.199 0.010
0.285 0.249 -0.211
-0.393 -0.471 0.002
-0.515 0.360 0.076
0.166 -0.197 0.280
0.189 -0.636 0.489
0.470 -0.107 -0.542
-0.222 0.282 0.253
0.220 -1.512 -1.609
-0.809 -0.176 0.659
0.920 -1.016 -0.002
0.236 -0.789 -0.129
0.356 0.024 -0.529
0.642 2.227 0.717
0.145 -0.089 -0.169
-0.257 0.328 0.247
-0.030 0.299 0.062
0.109 -0.086 -0.300
-0.658 0.375 -0.060
-0.228 0.182 -0.312
0.083 0.006 0.507
-0.457 -0.411 0.046
0.245 0.362 0.252
-0.252 -0.199 -0.470
-0.305 0.409 1.156
0.833 0.055 0.954
0.785 0.850 -0.669
0.618 -2.131 -1.260
-0.382 1.308 1.017
0.222 -0.310 -0.172
-0.993 0.023 -0.007
-0.112 0.216 -0.275
-0.757 0.165 -0.040
0.060 -0.159 0.353
-0.034 -0.190 0.957
-0.495 0.323 0.074
0.376 -0.006 0.297
0.048 -0.199 -0.263
-0.154 0.310 -0.717
0.098 -0.516 0.071
0.447 0.270 -0.179
-0.516 -0.056 -0.282
0.809 0.855 0.424
-0.834 -0.739 0.630
0.668 -1.508 0.084
-0.479 0.586 -0.687
1.583 0.366 0.403
-0.588 -0.871 0.192
-0.051 0.292 0.305
0.078 -0.018 -0.124
-0.214 -0.048 0.078
-0.947 0.509 -0.310
-0.001 0.109 -0.600
0.279 0.161 -0.007
0.155 0.236 0.298
-0.380 -0.032 -0.335
-0.223 -0.328 -0.689
-0.067 -0.306 -0.059
-0.043 -0.072 -0.202

## Properties
* net charge: -1
* HOMO: -5.8 eV
* calculated total energy: -3156.03554 hartree

***

Record 2
ORCA calculation (the ωB97M-V functional and the def2-TZVPD basis) on a molecular structure, C29H78O11 in a non-equilibrium geometry.

Last column: Mulliken charge in e.
Geometry (Å):
1 C 3.19000 34.37600 12.35700  2.2584
2 C 3.44900 32.88100 12.24600  -1.5742
3 O 4.80100 32.72700 12.68100  -0.4356
4 O 1.83400 34.70600 12.06000  0.3515
5 H 3.84600 34.84700 11.69300  -0.8520
6 H 3.23500 34.91300 13.41000  -1.1139
7 H 3.41200 32.54600 11.40500  1.4917
8 H 2.72400 32.43700 13.00100  0.4809
9 H 4.90000 32.73600 13.64100  -0.1436
10 H 1.70500 34.71600 10.99800  0.2112
11 C 2.40000 29.47200 11.36100  -0.0059
12 C 2.34000 28.88600 9.91600  0.0085
13 C 2.59000 27.36500 10.13000  -1.5081
14 O 1.05400 28.90900 9.38000  -0.5733
15 H 1.80000 29.08500 12.05700  0.7343
16 H 2.21400 30.63400 11.33200  -0.8184
17 H 3.39700 29.33900 11.77500  0.0822
18 H 2.75100 29.14200 8.96800  0.9580
19 H 3.77100 27.17200 10.27300  0.2197
20 H 2.33500 26.71600 9.30600  0.4308
21 H 1.96400 27.01300 10.99100  0.3286
22 H 1.13600 28.66700 8.55000  0.3599
23 C 6.35000 33.42200 16.86700  -1.2192
24 C 4.90000 33.43800 16.43100  0.5139
25 C 4.44700 34.70400 15.81900  -0.8022
26 O 4.83000 32.37800 15.41900  -0.3951
27 H 7.08000 33.75500 16.01700  0.2364
28 H 6.87000 32.31300 17.17800  0.2467
29 H 6.52200 34.29500 17.58800  0.3450
30 H 4.19200 33.14700 17.28600  0.3103
31 H 4.50400 35.45300 16.58700  0.5821
32 H 3.27700 34.59800 15.48500  0.0513
33 H 4.81400 35.09000 14.81800  0.0352
34 H 4.59000 31.58700 15.98600  0.2393
35 C 0.14000 38.42200 12.71800  -1.2561
36 C 0.48400 37.24500 13.71200  1.2116
37 C 0.13900 37.94100 15.15300  -1.5131
38 O -0.26600 36.16900 13.46500  -0.6550
39 H -0.80500 38.61200 12.87800  0.6697
40 H 0.40000 37.95000 11.75100  -0.1393
41 H 0.93500 39.18600 12.74600  0.3350
42 H 1.48600 37.12000 13.74400  -0.2643
43 H 0.40800 37.21800 15.91900  0.3816
44 H -0.99700 38.07100 15.22300  0.3752
45 H 0.52200 38.94100 15.21200  0.3855
46 H 0.27900 35.54700 13.08600  0.3030
47 C 4.43200 35.93000 9.16800  -0.9698
48 C 4.07900 37.46200 9.06900  0.6698
49 C 3.78600 37.84100 7.58100  -1.6222
50 O 3.00000 37.64300 9.88200  -0.2127
51 H 4.89200 35.52000 10.06800  0.0725
52 H 5.21600 35.62000 8.50300  0.6615
53 H 3.60000 35.26700 9.04200  0.1061
54 H 4.93500 37.96700 9.45200  0.2541
55 H 3.35400 38.93100 7.36800  0.2914
56 H 3.14700 37.11400 7.21200  0.3745
57 H 4.63700 37.74900 6.96100  0.4884
58 H 2.30400 37.72300 9.38000  -0.0163
59 C 6.48600 28.32800 13.29300  -1.0938
60 C 7.25200 29.51100 12.86400  1.7358
61 C 8.65300 29.74700 13.37400  -1.3035
62 O 7.44800 29.28000 11.43000  -0.6695
63 H 5.67500 28.11800 12.50400  0.0232
64 H 6.10600 28.62900 14.41500  0.2024
65 H 7.02300 27.44700 13.26700  0.4649
66 H 6.60500 30.37800 13.10000  -0.5005
67 H 9.46100 28.95600 13.13500  0.2700
68 H 8.51000 29.80100 14.51600  0.2804
69 H 9.18500 30.63000 13.07700  0.3084
70 H 7.10800 30.03500 10.92600  0.3003
71 C 0.93700 30.93000 11.77800  -1.7351
72 C 0.50600 31.44600 10.32700  0.5827
73 C 0.09200 32.96200 10.27300  0.2927
74 O 1.58600 31.31900 9.42600  -0.6111
75 H 1.45300 29.86700 11.83400  0.2198
76 H 0.17400 30.89000 12.48200  0.8063
77 H 1.63000 31.73800 12.14700  0.0866
78 H -0.56200 30.87400 10.08400  0.0315
79 H 0.88400 33.72700 10.39000  -1.4221
80 H -0.73000 33.30500 11.01300  0.1645
81 H -0.61900 32.90800 9.31500  0.3286
82 H 1.82300 30.33400 9.37400  0.5365
83 C 5.82900 38.38500 12.71500  -1.1694
84 C 4.47500 38.06400 13.28100  1.8098
85 C 4.17600 38.62100 14.64600  -1.5134
86 O 3.54900 38.75600 12.50000  -0.5976
87 H 6.68500 38.00800 13.23600  0.4015
88 H 5.95700 39.51700 12.79200  0.2704
89 H 5.98400 37.89300 11.53700  0.0876
90 H 4.38300 36.95200 13.11600  -0.6184
91 H 3.30600 38.43500 15.07000  0.4622
92 H 4.63900 39.65400 14.59500  0.2351
93 H 4.66500 38.20300 15.54100  0.3132
94 H 3.68800 38.44800 11.59300  0.2753
95 C -0.67700 36.70500 9.20400  -1.8668
96 C 0.04200 35.45500 8.55100  0.7173
97 C 0.33600 35.76400 7.11300  -1.9524
98 O 1.10500 35.21100 9.31000  -0.4470
99 H -1.63000 36.85700 8.46700  0.3481
100 H -0.11000 37.54600 9.11200  0.3822
101 H -1.01800 36.54000 10.13400  0.5028
102 H -0.71800 34.68800 8.72700  0.1279
103 H 0.80400 35.28500 6.44700  0.8426
104 H 1.03800 36.64200 6.95400  0.2189
105 H -0.44500 36.09100 6.52100  0.5441
106 H 1.55000 34.35900 9.08700  0.3799
107 C 7.90900 32.85900 10.59200  -1.1005
108 C 6.67900 32.57100 9.61300  1.6784
109 C 7.20300 31.98400 8.28700  -1.7665
110 O 5.90900 31.57000 10.23200  -0.4411
111 H 7.66500 33.33200 11.52900  0.2502
112 H 8.40100 33.73000 10.22500  0.5463
113 H 8.73600 32.06200 10.96700  0.1219
114 H 5.94400 33.48100 9.45500  -0.6858
115 H 7.66200 31.06000 8.42200  0.4373
116 H 7.67800 32.57500 7.57600  0.4269
117 H 6.41200 31.61900 7.65900  0.4274
118 H 5.57400 31.78300 11.15500  0.0870

Force components x, y, z for each atom (eV/Å):
-2.077 0.996 2.000
0.683 4.897 13.000
0.679 -0.638 -0.853
-0.433 -0.028 -3.882
1.113 1.115 -0.859
0.788 -1.864 -1.892
-0.953 -3.896 -9.917
1.252 0.099 -1.027
-0.355 -0.181 0.230
0.483 0.783 3.985
13.422 -0.279 -8.423
-0.097 -5.497 2.102
3.024 -0.503 0.941
-4.277 1.343 6.347
-0.632 -5.155 2.580
4.475 -3.215 -1.154
0.828 -0.777 -0.164
3.328 1.265 0.544
-2.699 0.343 0.206
-0.284 0.145 -0.636
0.868 0.289 -0.541
0.103 -1.958 -6.322
3.406 0.151 0.228
0.504 -2.177 -0.254
-3.602 0.863 -2.138
-1.198 -1.279 1.835
-1.652 -0.684 0.965
-1.963 3.236 -0.358
-0.081 -1.692 -0.227
1.010 0.555 -1.050
-0.047 0.754 0.067
2.533 0.148 1.327
0.673 -0.789 1.443
0.509 1.016 -1.599
6.909 -3.285 -1.312
-2.678 6.335 2.178
-2.118 -2.031 -1.652
-2.966 -0.044 1.190
-4.841 1.691 0.303
-0.922 0.335 -0.105
-0.886 0.229 0.599
3.381 -0.987 -0.294
0.285 0.435 0.485
1.365 -0.331 -0.190
0.749 0.209 0.279
1.880 -2.604 -1.587
0.950 0.100 -0.122
1.136 -2.511 -1.755
-0.077 2.848 1.385
4.424 0.452 5.080
-0.165 1.029 0.818
0.245 0.097 -1.134
-0.785 0.027 -0.539
0.582 0.886 0.288
0.784 -2.319 0.881
-1.737 -1.224 -0.762
1.281 0.033 -0.399
-6.233 0.620 -3.844
-2.989 1.357 2.210
1.044 0.664 -2.836
0.898 -1.657 2.996
-0.413 0.694 -0.003
0.653 0.791 1.616
0.433 -1.438 -2.659
1.487 -1.841 0.466
0.461 0.067 -0.555
-1.836 0.587 0.379
0.793 -0.061 -1.315
-0.535 0.907 -0.386
-0.132 -0.005 0.018
-5.940 4.625 0.626
-2.770 -0.238 2.235
-3.187 -1.485 -0.306
0.053 -0.742 -0.397
-8.768 6.663 1.852
-2.613 1.114 1.079
-0.900 -1.342 -0.169
2.951 0.951 -0.020
-1.379 -2.092 -0.471
1.470 -1.053 -0.525
2.235 0.929 1.382
-1.208 3.711 -0.367
1.287 0.669 -2.493
0.022 -1.432 -0.331
6.176 0.966 0.064
-0.734 -0.051 -1.043
0.344 -0.652 0.616
-0.135 -1.314 -0.861
-0.690 1.822 3.282
-0.478 0.680 0.733
-5.194 0.273 0.555
-1.554 -0.680 0.395
1.373 -0.496 -0.676
-0.596 0.199 -0.125
-2.319 -2.178 -6.104
-3.849 1.926 -0.358
-0.606 5.428 3.441
4.509 -0.620 1.013
2.022 -0.111 1.917
1.676 2.428 -0.058
-0.995 -0.675 3.348
0.155 -0.261 -0.810
3.720 -5.996 -4.142
-0.743 -0.064 1.273
-2.548 0.687 -0.523
-0.606 0.948 -0.517
0.804 -0.098 0.405
0.743 0.545 1.219
-2.586 -0.079 0.599
-1.214 -1.248 0.929
-1.244 -0.324 0.720
1.162 0.409 -1.054
-2.253 1.256 -1.769
1.987 -1.226 0.233
1.676 -1.307 0.797
1.550 1.586 -0.453
-1.404 0.087 -0.027
0.841 0.422 -1.338

## Properties
* HOMO: -6.8 eV
* calculated total energy: -1978.45818 hartree